DFT (wB97M-V/def2-TZVPD) results for a structure of composition C4H11N2O in a non-equilibrium geometry.

Geometry as ORCA input:
```
! wB97M-V def2-TZVPD RIJCOSX def2/J DEFGRID3
* xyz -1 1
C 0.43 -1.27 -1.04
N -1.35 2.27 0.10
C -1.66 1.34 1.07
O -2.68 0.29 0.57
C 1.35 -0.99 0.01
C 1.90 -0.04 -1.10
N 2.29 -1.84 0.57
H -0.50 -0.70 -1.05
H 0.67 -2.07 -1.73
H -0.51 1.94 -0.38
H -2.20 1.75 1.94
H -0.86 0.68 1.45
H 0.91 -0.39 0.82
H 2.80 0.34 -0.62
H 2.28 -0.50 -2.02
H 1.29 0.85 -1.27
H -2.82 0.67 -0.31
H 2.02 -2.81 0.41
*
```

Summary:
* calculated total energy: -9348.5243 eV